Record 1
Entry from the OMol25 dataset: a molecular structure, C53H46N8P2PtS3 in a non-equilibrium geometry (the ωB97M-V functional and the def2-TZVPD basis).

```
113
Properties=species:S:1:pos:R:3:lowdin_charge:R:1
Pt 0.205 -1.010 -0.099 0.8435
C 5.123 4.187 -0.448 -0.0206
C 4.447 2.858 -0.352 -0.2314
C 4.883 1.873 0.538 -0.0052
C 4.222 0.675 0.638 0.0167
C 3.068 0.383 -0.131 -0.2169
N 2.409 -0.798 0.074 0.0085
C 3.186 -1.912 0.316 -0.2533
C 4.341 -2.137 -0.463 0.0042
C 5.149 -3.230 -0.265 -0.0097
C 4.854 -4.168 0.728 -0.2426
C 5.741 -5.351 0.969 -0.0253
C 3.711 -3.968 1.490 0.0230
C 2.881 -2.873 1.300 -0.1240
N 1.808 -2.698 2.205 -0.0689
C 1.822 -3.030 3.521 -0.0254
C 0.579 -2.752 4.029 -0.0101
C -0.146 -2.244 2.944 -0.1232
N 0.605 -2.210 1.851 -0.0302
C 2.644 1.379 -1.046 -0.1175
C 3.327 2.578 -1.134 0.0408
N 1.607 1.161 -1.982 -0.0757
C 1.654 1.505 -3.292 -0.0220
C 0.424 1.231 -3.833 -0.0099
C -0.330 0.719 -2.772 -0.1642
N 0.393 0.678 -1.658 -0.0797
H 6.153 4.134 -0.102 0.0901
H 4.600 4.913 0.181 0.1006
H 5.102 4.573 -1.466 0.0915
H 5.742 2.061 1.169 0.1290
H 4.550 -0.066 1.354 0.1302
H 4.567 -1.428 -1.249 0.1321
H 6.024 -3.371 -0.888 0.1297
H 6.783 -5.041 1.043 0.0943
H 5.670 -6.059 0.141 0.0875
H 5.462 -5.873 1.882 0.0840
H 3.454 -4.691 2.252 0.1208
H 2.714 -3.397 3.997 0.1358
H 0.241 -2.877 5.042 0.1123
H -1.174 -1.928 2.917 0.0862
H 2.972 3.325 -1.833 0.1359
H 2.548 1.903 -3.742 0.1392
H 0.106 1.378 -4.850 0.1139
H -1.356 0.397 -2.770 0.0828
C -2.224 0.511 2.327 -0.1628
N -2.661 0.472 0.924 -0.4879
P -2.478 1.894 -0.104 1.0478
C -4.110 2.699 0.066 -0.4101
C -4.520 3.558 -0.948 -0.1020
C -5.745 4.204 -0.860 -0.0682
C -6.569 3.982 0.233 -0.0677
C -6.163 3.125 1.247 -0.0674
C -4.939 2.481 1.165 -0.1029
C -1.412 2.966 0.923 -0.3665
C -0.070 2.599 1.053 -0.1333
C 0.803 3.364 1.807 -0.0768
C 0.346 4.519 2.431 -0.0695
C -0.978 4.903 2.288 -0.0591
C -1.855 4.136 1.533 -0.0677
P -2.168 -0.937 0.080 0.8372
C -3.260 -0.957 -1.376 -0.3626
C -2.862 -1.616 -2.536 -0.1274
C -3.704 -1.661 -3.637 -0.0623
C -4.953 -1.061 -3.582 -0.0555
C -5.368 -0.438 -2.413 -0.0477
C -4.533 -0.394 -1.309 -0.0907
C -2.902 -2.325 0.991 -0.3667
C -2.308 -3.575 0.828 -0.1192
C -2.925 -4.707 1.337 -0.0669
C -4.127 -4.588 2.021 -0.0568
C -4.713 -3.341 2.195 -0.0507
C -4.110 -2.208 1.672 -0.0798
H -2.568 1.432 2.792 0.0864
H -1.136 0.469 2.442 0.0605
H -2.666 -0.330 2.865 0.0669
H -3.878 3.722 -1.807 0.1040
H -6.058 4.875 -1.650 0.1104
H -7.530 4.476 0.295 0.1112
H -6.800 2.958 2.107 0.1100
H -4.628 1.811 1.957 0.0928
H 0.285 1.698 0.558 0.0440
H 1.840 3.068 1.908 0.0995
H 1.023 5.118 3.024 0.1096
H -1.338 5.803 2.771 0.1133
H -2.886 4.447 1.432 0.1046
H -1.888 -2.086 -2.579 0.0272
H -3.375 -2.155 -4.542 0.1119
H -5.608 -1.089 -4.442 0.1141
H -6.346 0.022 -2.364 0.1166
H -4.875 0.071 -0.397 0.0893
H -1.365 -3.649 0.295 0.0703
H -2.477 -5.681 1.189 0.1032
H -4.616 -5.472 2.407 0.1140
H -5.655 -3.252 2.720 0.1156
H -4.583 -1.240 1.781 0.1071
S 1.654 -7.914 -3.171 0.8244
C 1.509 -6.400 -2.535 -1.0330
S 1.110 -5.016 -3.506 1.0371
C 1.030 -4.043 -2.036 -1.0305
N 1.304 -4.730 -0.951 0.0654
N 1.572 -6.009 -1.214 -0.1028
C 1.807 -6.867 -0.102 -0.2075
C 1.051 -6.651 1.049 -0.0135
C 1.187 -7.512 2.121 -0.0536
C 2.075 -8.580 2.051 -0.0462
C 2.851 -8.768 0.917 -0.0455
C 2.734 -7.905 -0.160 -0.0427
S 0.622 -2.420 -2.202 0.6842
H 0.348 -5.829 1.075 0.1032
H 0.586 -7.373 3.009 0.1153
H 2.170 -9.265 2.883 0.1184
H 3.552 -9.590 0.869 0.1206
H 3.370 -8.027 -1.021 0.0908
```

## Properties
<S²>: 6.0933
Spin multiplicity: 5
Relative energy (zero: lowest compared OMol25 entry of this formula, charge and spin) (eV): 0.0000
HOMO energy (spin up / spin down) (eV): -11.9 / -12.2
HOMO-LUMO gap (spin up / spin down) (eV): 7.13 / 4.31
Net charge: +2
E_LUMO (spin up / spin down) (eV): -4.771 / -7.938



Record 2
Entry from the OMol25 dataset: a single C5H3NO molecule in a non-equilibrium geometry (the ωB97M-V functional and the def2-TZVPD basis).

```
10
Properties=species:S:1:pos:R:3:nbo_charge:R:1
N 3.019 -0.168 0.765 -0.2887
C 1.955 0.038 0.361 0.2957
C 0.617 0.270 -0.184 -0.5314
C -0.123 1.569 0.157 0.3314
O -1.386 1.191 0.147 -0.4537
C -1.567 -0.207 0.070 0.0954
C -0.410 -0.831 -0.084 -0.2387
H 0.733 0.566 -1.248 0.3124
H -2.596 -0.531 0.158 0.2248
H -0.242 -1.899 -0.143 0.2528
```

## Properties
Relative energy (zero: lowest compared OMol25 entry of this formula, charge and spin) (eV): 2.8239
HOMO energy (eV): -9.7
HOMO-LUMO gap (eV): 9.83
E_LUMO (eV): 0.152



Record 3
Entry from the OMol25 dataset: 2 unconnected molecules or ions with the total composition C4H13NO in a non-equilibrium geometry (the ωB97M-V functional and the def2-TZVPD basis).

```
19
Properties=species:S:1:pos:R:3:nbo_charge:R:1
C -2.453 -1.098 -3.877 -0.6222
C -1.481 -0.128 -3.038 -0.4209
C -0.063 -0.242 -3.691 -0.5843
H -2.258 -2.054 -3.331 0.2098
H -3.481 -0.799 -4.041 0.2189
H -2.010 -1.394 -4.909 0.2078
H -1.542 0.930 -3.485 0.1932
H -1.409 0.044 -1.879 0.2214
H 0.447 -1.179 -3.313 0.1830
H 0.561 0.512 -3.518 0.1946
H -0.203 -0.378 -4.794 0.1986
N 0.675 -0.352 4.182 -0.8434
C 1.249 0.991 3.911 0.0639
O 1.963 0.862 2.672 -0.7344
H 0.694 -0.841 3.269 0.3622
H 1.519 -0.877 4.634 0.3453
H 1.933 1.407 4.849 0.1576
H 0.360 1.722 4.072 0.1701
H 1.444 1.340 1.969 0.4788
```

## Properties
Structure (SMILES): CCC.NCO
Relative energy (zero: lowest compared OMol25 entry of this formula, charge and spin) (eV): 2.9973
HOMO energy (eV): -9.7
HOMO-LUMO gap (eV): 10.26
E_LUMO (eV): 0.587



Record 4
Entry from the OMol25 dataset: 2 unconnected molecules or ions with the total composition C10H16O in a non-equilibrium geometry (the ωB97M-V functional and the def2-TZVPD basis).

```
27
Properties=species:S:1:pos:R:3:nbo_charge:R:1
C -1.517 -1.796 0.618 -0.6363
C -1.921 -2.110 -0.815 -0.6212
H -1.940 -2.374 1.439 0.1784
H -0.404 -1.880 0.739 0.2440
H -1.856 -0.781 0.848 0.1923
H -1.245 -1.580 -1.539 0.2241
H -2.998 -1.985 -0.951 0.1862
H -1.610 -3.110 -1.089 0.1932
C 0.369 1.725 1.598 -0.4099
C -0.042 3.242 1.541 -0.6352
C 1.109 1.062 0.480 -0.1222
C 1.510 -0.250 0.779 -0.1994
C 0.899 1.462 -0.886 -0.4416
C 1.640 -1.213 -0.207 -0.4560
C 0.838 0.425 -1.813 -0.3015
C 1.195 -0.887 -1.533 0.2153
O 1.074 -1.855 -2.531 -0.7200
H 0.926 1.490 2.517 0.1839
H -0.596 1.170 1.647 0.1649
H 0.762 3.891 1.878 0.1861
H 1.644 -0.629 1.787 0.1823
H 0.648 2.384 -1.369 0.1872
H 1.987 -2.216 0.066 0.1887
H 0.451 0.640 -2.849 0.1580
H 0.326 -1.523 -3.036 0.4608
H -0.909 3.290 2.191 0.1897
H -0.342 3.408 0.492 0.2083
```

## Properties
<S²>: 0.7589
Spin multiplicity: 2
Relative energy (zero: lowest compared OMol25 entry of this formula, charge and spin) (eV): 1.0718
HOMO energy (spin up / spin down) (eV): 0.7 / -3.2
HOMO-LUMO gap (spin up / spin down) (eV): 3.15 / 6.91
Net charge: -1
E_LUMO (spin up / spin down) (eV): 3.822 / 3.731